Record 1
{"formula": "C8H18INO7P", "method": "ωB97M-V/def2-TZVPD", "symbols": ["H", "H", "I", "N", "H", "H", "H", "O", "O", "H", "H", "C", "H", "C", "O", "O", "H", "H", "O", "C", "H", "C", "H", "H", "C", "C", "H", "H", "P", "C", "O", "O", "H", "H", "H", "C"], "xyz": [[-2.20, -0.79, -0.32], [-0.89, 0.51, 1.94], [-4.88, 1.23, -1.45], [-0.90, -0.82, -2.66], [1.53, 0.17, 1.38], [0.47, -0.67, 0.22], [1.91, 1.96, -0.17], [-2.50, 1.03, 0.70], [-1.03, 3.55, 0.54], [4.77, -0.73, -0.18], [1.37, 0.99, -1.56], [-1.43, 1.39, 1.55], [2.56, -1.06, -1.21], [2.59, -0.93, -0.12], [-0.25, -1.64, -1.97], [-0.11, 1.70, -0.41], [1.51, -2.71, 0.45], [2.72, -2.20, 1.62], [-0.33, -0.18, -3.56], [2.52, -2.30, 0.55], [3.23, -3.01, 0.12], [3.91, -0.23, 0.27], [0.43, 2.47, 1.41], [-2.59, -0.89, 1.45], [1.39, -0.10, 0.32], [-0.46, 2.29, 0.79], [4.03, -0.27, 1.36], [-1.72, 3.39, -0.12], [-4.59, -0.54, 0.20], [-2.77, -0.35, 0.51], [-2.14, -0.74, -2.51], [-4.57, -1.87, -0.78], [3.92, 0.82, -0.03], [-1.82, 1.96, 2.40], [-4.89, -2.61, -0.26], [1.20, 1.18, -0.49]], "relative_energy_kj_mol": 0.0, "charge": -1, "energy_ha": -1536.06691, "fmax_ha_per_bohr": 0.02090, "gap_ev": 7.3646, "homo_energy_ev": -4.630}

Record 2
{"formula": "C3H6N2OS", "method": "ωB97M-V/def2-TZVPD", "symbols": ["H", "H", "C", "N", "H", "H", "C", "C", "H", "N", "O", "S", "H"], "xyz": [[0.67, -0.35, 2.64], [-2.11, -1.21, -1.39], [0.19, 0.39, 2.00], [-1.31, -0.82, 0.34], [0.86, 1.27, 1.89], [-0.76, 0.66, 2.55], [-0.22, -0.23, 0.70], [0.07, -0.74, -1.48], [0.73, -1.45, -2.08], [-1.16, -1.27, -1.00], [0.74, -0.17, -0.28], [-0.20, 0.61, -2.87], [0.38, 1.63, -2.43]], "relative_energy_kj_mol": 269.5, "charge": 0, "energy_ha": -700.78654, "fmax_ha_per_bohr": 0.05761, "gap_ev": 9.3373, "homo_energy_ev": -8.444}

Record 3
{"formula": "C33H31IrN5O3", "method": "ωB97M-V/def2-TZVPD", "symbols": ["C", "C", "H", "H", "C", "H", "H", "C", "C", "C", "H", "C", "H", "C", "C", "C", "C", "C", "H", "H", "C", "C", "N", "H", "O", "O", "H", "C", "C", "C", "H", "H", "H", "H", "C", "H", "H", "H", "H", "N", "H", "H", "H", "C", "H", "H", "Ir", "C", "H", "H", "H", "C", "H", "C", "N", "C", "H", "H", "C", "C", "C", "C", "C", "C", "C", "C", "H", "H", "C", "N", "C", "N", "O"], "xyz": [[5.06, 0.12, -1.32], [4.93, -0.50, -0.09], [6.05, 0.27, -1.74], [-0.46, -4.70, 0.90], [3.66, -0.70, 0.45], [0.71, -1.83, 3.55], [1.79, 0.63, -2.04], [-1.93, -5.01, -0.63], [-3.36, 2.30, -4.10], [2.51, -0.27, -0.23], [1.05, 3.73, 2.64], [0.84, -2.87, -1.65], [4.03, 1.00, -2.98], [-1.32, -4.29, 0.37], [-1.85, 3.62, 1.28], [0.44, 1.99, 1.61], [4.40, -1.66, 2.67], [-3.90, 2.47, -2.83], [-1.14, 5.34, 0.18], [-3.70, 1.98, -0.74], [-2.14, 1.10, -1.91], [-1.11, 4.25, 0.10], [0.82, -3.34, -2.84], [5.44, -1.55, 2.39], [-2.01, 0.56, 0.40], [-0.29, 0.04, -0.93], [-2.83, 4.08, 1.36], [-1.13, 3.73, 2.62], [-3.29, 1.87, -1.74], [-3.48, -3.20, -0.99], [-1.51, -1.31, 2.06], [-1.63, 3.99, -0.83], [-4.79, 3.07, -2.69], [4.81, -2.35, 4.65], [-2.22, 1.53, -4.27], [-3.22, -1.47, 0.25], [2.38, -2.42, 5.26], [-1.81, 1.39, -5.27], [-0.73, 0.32, -3.31], [-1.07, -4.59, -3.84], [-2.04, 2.56, 1.07], [-3.83, 2.77, -4.95], [-0.40, -2.79, 2.33], [-1.61, 0.93, -3.18], [-1.79, 3.30, 3.39], [0.57, 1.73, -0.36], [0.78, -0.82, 0.60], [-1.49, 0.50, -0.70], [5.81, -0.85, 0.43], [0.98, 4.46, 0.64], [-0.99, 4.78, 2.89], [3.93, 0.54, -2.01], [0.35, 2.48, 3.65], [-3.01, -4.46, -1.32], [2.10, -1.47, 2.06], [3.41, -1.32, 1.75], [-1.56, -5.99, -0.90], [0.74, 3.96, -1.01], [-1.77, -2.99, 0.71], [2.70, -2.14, 4.27], [0.36, 3.83, 0.00], [-1.10, -2.25, 1.71], [2.66, 0.34, -1.47], [-2.87, -2.47, 0.01], [4.05, -2.09, 3.93], [-0.22, -4.00, -3.33], [-3.46, -5.01, -2.14], [-4.32, -2.78, -1.54], [1.77, -1.82, 3.31], [0.59, 2.44, 0.37], [0.24, 3.00, 2.70], [0.99, -2.42, -0.59], [0.49, 0.77, 1.90]], "relative_energy_kj_mol": 4.5, "charge": 0, "energy_ha": -1879.98714, "fmax_ha_per_bohr": 0.00779, "spin_multiplicity": 2, "gap_ev": [7.2273, 6.6185], "homo_energy_ev": [-7.380, -7.952]}

Record 4
{"formula": "C5H10N2O", "method": "ωB97M-V/def2-TZVPD", "symbols": ["H", "H", "H", "H", "C", "H", "C", "O", "C", "H", "N", "C", "H", "C", "N", "H", "H", "H"], "xyz": [[1.62, -1.24, -3.79], [0.83, -2.84, -3.78], [0.31, -1.60, -4.95], [-1.75, -0.55, -1.22], [0.67, -1.77, -3.94], [-0.73, 3.76, 2.88], [-0.09, -1.32, -1.76], [-0.33, -1.27, -3.08], [0.00, 3.11, 3.37], [1.00, 3.50, 3.17], [-0.88, -0.93, -0.87], [-0.14, 1.75, 2.89], [-0.70, -0.74, 1.11], [-0.28, 0.63, 2.49], [-0.49, -0.65, 2.10], [0.26, -1.27, 2.38], [0.87, -1.75, -1.45], [-0.18, 3.15, 4.45]], "relative_energy_kj_mol": 289.2, "charge": 0, "energy_ha": -381.17528, "fmax_ha_per_bohr": 0.01093, "gap_ev": 8.4475, "homo_energy_ev": -7.683}

Record 5
{"formula": "C6H12O", "method": "ωB97M-V/def2-TZVPD", "symbols": ["O", "H", "C", "H", "C", "H", "H", "C", "H", "H", "C", "C", "H", "H", "H", "H", "H", "H", "C"], "xyz": [[-1.11, 0.64, -0.60], [0.55, 1.32, 1.97], [-1.40, 0.22, -1.92], [2.67, 1.86, 0.43], [1.15, -0.61, 1.47], [1.99, 0.67, -0.69], [-0.79, -0.63, -2.23], [1.74, 1.39, 0.10], [1.63, -1.28, 0.75], [-0.50, -2.07, -0.69], [-1.25, -0.35, 0.32], [1.10, 0.70, 1.27], [1.11, 2.16, -0.34], [0.66, -1.10, 2.31], [-2.46, -0.07, -1.98], [-1.20, 1.07, -2.58], [-1.32, -2.32, 0.95], [-1.54, 0.07, 1.29], [-1.04, -1.65, 0.15]], "relative_energy_kj_mol": 282.2, "charge": 0, "energy_ha": -310.95177, "fmax_ha_per_bohr": 0.01605, "gap_ev": 9.2134, "homo_energy_ev": -8.172}

Record 6
{"formula": "C38H32N3O4S4W", "method": "ωB97M-V/def2-TZVPD", "symbols": ["N", "H", "C", "C", "C", "H", "C", "C", "H", "H", "H", "H", "C", "C", "C", "H", "C", "C", "C", "H", "H", "C", "H", "H", "H", "C", "H", "C", "H", "H", "S", "C", "C", "S", "H", "C", "C", "C", "C", "H", "N", "C", "H", "W", "H", "C", "S", "S", "O", "C", "N", "H", "C", "C", "C", "O", "H", "C", "H", "C", "O", "O", "H", "C", "C", "H", "H", "H", "H", "C", "C", "C", "H", "C", "H", "H", "C", "C", "H", "C", "H", "C"], "xyz": [[-0.02, 3.59, -0.99], [1.90, 1.47, 1.10], [1.44, 1.23, 3.63], [1.74, -1.23, 3.27], [2.27, -3.67, 4.50], [1.69, 4.17, 6.13], [2.89, -1.94, 2.95], [0.82, 4.41, -1.87], [1.85, 4.36, -1.53], [-0.42, 3.76, 4.90], [4.06, -3.70, 3.32], [-3.58, -4.71, -4.56], [0.32, 2.23, -0.89], [1.38, 0.09, 2.62], [-1.90, 3.38, 0.46], [0.76, 4.02, -2.88], [0.86, -1.75, 4.22], [-1.89, 1.17, -2.89], [0.44, 3.12, 4.74], [-5.81, -3.83, -3.98], [0.30, -0.87, -4.46], [3.15, -3.16, 3.57], [0.60, 1.13, -5.82], [4.27, -0.19, -0.02], [3.46, 0.79, 4.21], [1.05, -1.53, -1.54], [2.23, -2.17, -3.19], [2.24, -1.68, -2.23], [-1.25, 5.17, -0.49], [-0.48, -3.01, -1.57], [-1.49, -3.90, 2.32], [1.12, -2.96, 4.82], [-4.92, -3.31, -3.65], [-3.23, -3.30, 1.44], [0.42, -3.36, 5.55], [-1.09, 4.12, -0.34], [2.62, 1.45, 4.34], [-1.56, 2.02, 0.55], [-2.52, -3.16, -3.54], [-2.60, 1.18, -2.07], [-0.51, 1.50, -0.08], [2.22, 0.47, 1.41], [0.12, -2.53, -3.14], [-0.98, -0.53, 0.71], [3.60, -1.56, 2.23], [2.71, 2.51, 5.23], [-2.95, -1.30, 1.82], [-0.23, -2.86, 1.07], [0.05, 0.00, 2.13], [-1.15, 0.02, -3.15], [1.01, -0.91, -0.33], [2.47, -4.62, 4.97], [-0.83, 2.30, -4.72], [3.38, -0.59, -0.47], [-1.73, 2.30, -3.67], [-2.20, 1.10, 1.21], [3.26, 0.58, 1.71], [2.17, -0.41, 0.19], [-2.32, 3.18, -3.46], [3.42, -1.22, -1.69], [1.29, 1.80, -1.48], [-1.65, -0.83, -0.96], [-0.58, 1.88, 3.32], [-1.38, -1.24, -2.30], [0.35, 2.07, 3.84], [-0.04, -1.20, 4.47], [-2.75, 3.79, 0.98], [4.36, -1.35, -2.21], [-0.71, 3.18, -5.34], [-3.87, -1.50, -2.46], [-0.17, -2.15, -2.17], [-2.61, -2.00, -2.79], [-1.56, -3.58, -3.81], [1.62, 3.35, 5.43], [3.63, 2.68, 5.77], [-5.99, -1.76, -2.62], [-0.10, 1.15, -5.00], [-3.67, -3.81, -3.97], [-3.97, -0.61, -1.85], [-5.02, -2.16, -2.88], [0.46, 5.43, -1.83], [-0.27, 0.01, -4.21]], "relative_energy_kj_mol": 0.0, "charge": 1, "energy_ha": -3592.32810, "fmax_ha_per_bohr": 0.00822, "gap_ev": 7.0352, "homo_energy_ev": -10.607}

Record 7
{"formula": "C20H38AsN2O7PtSSi", "method": "ωB97M-V/def2-TZVPD", "symbols": ["C", "H", "C", "H", "H", "C", "C", "N", "C", "C", "H", "C", "O", "H", "H", "H", "As", "H", "H", "H", "Pt", "H", "H", "H", "C", "C", "H", "H", "H", "H", "C", "H", "H", "H", "H", "O", "C", "H", "H", "C", "C", "C", "H", "O", "H", "H", "S", "H", "H", "H", "O", "H", "O", "C", "H", "H", "H", "C", "H", "H", "C", "O", "N", "C", "Si", "H", "O", "H", "C", "C", "H"], "xyz": [[1.90, -4.56, -0.51], [1.02, 2.50, -2.65], [-3.78, 0.83, 0.75], [1.08, 5.80, -0.05], [3.47, 2.68, 2.41], [0.86, -5.48, -0.42], [-1.64, 1.25, 1.93], [1.19, 4.01, -1.20], [-1.98, 2.13, -0.37], [0.16, -4.49, 1.65], [0.74, -6.23, -1.20], [-1.09, -0.17, -2.83], [4.30, -1.86, 1.45], [-1.53, 0.83, -2.79], [-4.05, 0.06, 1.47], [-1.20, -0.54, -3.87], [3.48, -2.35, -0.01], [-0.49, 5.09, -0.48], [3.19, 4.67, 2.21], [-0.55, 1.37, 1.87], [0.85, -0.45, 0.27], [1.05, 4.16, -3.28], [-2.05, 2.19, 2.33], [-1.54, -3.31, -1.47], [-1.09, -2.52, -2.08], [2.86, 2.28, 1.60], [-4.31, 0.62, -0.18], [3.47, 1.62, 0.98], [0.51, 5.90, -1.69], [2.07, 1.67, 2.04], [2.07, -3.59, 0.47], [3.08, 5.39, 0.61], [1.64, 5.25, 1.65], [-3.38, -1.68, -3.21], [-0.02, -2.49, -1.83], [1.69, 1.87, -0.64], [0.69, 3.52, -2.48], [-3.77, -1.95, -1.50], [-2.31, 3.06, 0.10], [1.18, -3.56, 1.56], [-2.27, 0.95, 0.56], [0.55, 5.26, -0.81], [-0.51, -4.44, 2.50], [4.53, -3.03, -1.05], [-0.91, 2.21, -0.59], [-4.17, 1.79, 1.14], [1.38, -2.44, 2.95], [-1.18, -2.82, -3.13], [-0.82, -6.16, 0.72], [-3.31, -1.96, 1.04], [0.21, -2.62, 3.78], [-2.51, 2.04, -1.32], [2.62, -0.99, -0.63], [-3.25, -1.28, -2.19], [2.60, -4.58, -1.34], [-3.76, -0.31, -2.16], [-0.41, 3.54, -2.49], [-2.22, -2.03, 1.02], [-0.02, -0.08, -2.63], [-1.95, -3.02, 0.64], [-1.76, -1.16, -1.86], [2.66, -2.79, 3.53], [2.34, 3.41, 0.83], [-0.01, -5.44, 0.65], [-1.45, -0.69, -0.05], [3.80, -2.11, 2.26], [1.47, -1.06, 2.37], [-1.83, 0.46, 2.66], [1.72, 3.06, -0.34], [2.56, 4.75, 1.33], [-1.84, -1.98, 2.04]], "relative_energy_kj_mol": 82.8, "charge": -1, "energy_ha": -4463.92193, "fmax_ha_per_bohr": 0.01679, "spin_multiplicity": 3, "gap_ev": [7.1836, 7.9223], "homo_energy_ev": [-4.845, -5.951]}

Question: What is the formula in the first record?
Answer: C8H18INO7P